Record 1
{
  "formula": "C4H11BNO6S3",
  "method": "ωB97M-V with the def2-TZVPD basis set",
  "charge": -1,
  "orbital_gap_ha": 0.3029,
  "lumo_energy_ha": 0.086,
  "homo_ev": -5.9,
  "elements": ["S", "H", "H", "H", "O", "H", "H", "C", "C", "H", "C", "C", "S", "H", "O", "O", "H", "N", "O", "H", "O", "O", "S", "H", "H", "B"],
  "xyz": [[-1.37609, -1.26724, -0.92748], [4.77428, 0.44475, 0.31959], [-1.65736, 0.21501, 3.04957], [2.28538, -0.36649, -0.93871], [-0.47168, 1.82817, -3.38774], [-2.27628, 0.33845, 0.59281], [-3.36151, -1.07722, 0.50636], [-2.30647, -0.76535, 0.56840], [0.98555, 0.97940, 0.26549], [-0.44519, 2.34699, -0.56155], [0.44866, 1.80739, -0.92137], [2.29645, 0.22396, -0.01721], [-0.13284, 0.80815, -2.34205], [0.24233, 0.28623, 0.67521], [-2.03312, -0.65755, 3.14819], [0.97164, -0.04655, -2.87748], [1.13928, 2.59313, -1.25362], [-1.56204, 0.00122, -2.00760], [-2.13709, -2.43545, -1.47029], [-0.10613, -2.22750, 2.32808], [0.01423, -1.68095, -0.61232], [-0.96900, -2.52670, 2.04922], [3.77615, 1.32492, -0.01646], [1.20346, 1.70119, 1.07765], [2.43162, -0.49598, 0.80813], [-1.73423, -1.35199, 1.94518]],
  "forces_ev_per_angstrom": [[-0.45, -3.28, -2.63], [-0.84, 0.28, -0.21], [-0.38, 0.73, 0.14], [-0.30, 0.40, 0.13], [-0.15, -1.19, 2.43], [-0.16, -0.38, 0.02], [0.38, 0.09, -0.44], [0.77, 0.21, 0.46], [0.92, 0.90, -0.03], [0.14, -0.24, -0.38], [-0.87, -0.55, 0.92], [0.20, -1.06, 0.59], [0.40, 0.27, -4.67], [0.21, 0.11, -0.43], [0.79, -0.77, -0.90], [-1.67, 1.06, 2.10], [0.03, -0.61, -0.32], [2.45, -0.15, 1.91], [0.63, 2.33, 1.11], [0.59, -0.34, 0.40], [-1.69, 1.60, 0.29], [-1.32, 1.24, -0.48], [0.21, -0.08, 0.14], [-0.11, -0.19, -0.24], [0.04, 0.29, -0.29], [0.16, -0.66, 0.38]],
  "lowdin_charge": [0.577, -0.154, 0.081, 0.050, -0.413, 0.083, 0.103, -0.139, -0.309, 0.094, -0.249, -0.563, 0.581, 0.066, 0.113, -0.376, 0.097, -0.333, -0.385, 0.093, -0.363, 0.131, 0.647, 0.100, 0.071, -0.603]
}



Record 2
{
  "formula": "C28H31N7O4W",
  "method": "ωB97M-V with the def2-TZVPD basis set",
  "multiplicity": 3,
  "charge": 2,
  "orbital_gap_ha": [0.1943, 0.2011],
  "lumo_energy_ha": [-0.263, -0.257],
  "homo_ev": [-12.4, -12.5],
  "elements": ["C", "N", "O", "H", "C", "C", "C", "C", "C", "H", "C", "H", "C", "H", "N", "H", "O", "N", "C", "H", "C", "N", "H", "C", "N", "H", "N", "H", "H", "H", "H", "C", "C", "W", "N", "H", "H", "C", "O", "C", "C", "C", "H", "H", "C", "H", "H", "O", "H", "H", "H", "C", "H", "C", "H", "H", "C", "C", "C", "C", "C", "H", "H", "C", "C", "H", "H", "H", "H", "H", "C"],
  "xyz": [[-0.53722, 6.18350, 6.16612], [3.97671, 5.25272, 0.48086], [0.25556, 5.12499, 5.63728], [3.41296, 3.70765, 2.84317], [-0.98734, -0.68928, -2.82932], [4.33562, 2.85478, 0.46647], [0.42052, -4.53416, -0.66816], [0.70038, -3.56479, -3.34130], [-2.78545, -0.08711, 6.34396], [1.28652, -4.40693, -2.98358], [1.64026, 2.36086, 0.20020], [-4.18759, 0.12682, 3.26436], [-0.57347, 2.98447, -0.09988], [-0.03851, -0.18654, 4.36181], [0.12353, -2.21082, 0.03907], [-0.68394, -0.23505, 6.74977], [-1.96401, 0.09933, 0.19488], [-2.54143, 0.03866, 1.38863], [1.12143, 6.62964, 3.94368], [-1.30541, -1.07582, -3.79536], [0.33186, -3.07153, -0.96764], [0.48672, -2.63754, -2.20178], [-4.81306, 0.07140, 5.65293], [-0.22518, 4.33446, -0.02917], [-1.70214, -0.00732, 2.31144], [-1.13232, -3.21170, -4.46121], [0.32951, 2.01641, 0.00816], [1.32770, -3.03200, -4.05430], [1.88094, 3.43152, 4.74568], [-0.35371, -4.75486, -4.77225], [-1.07789, 5.76049, 7.00640], [3.88141, 1.52146, 0.38051], [2.00907, 6.79680, 2.89270], [0.02041, -0.16354, 0.07643], [3.65118, 6.06861, 1.34948], [-0.99816, 5.08102, -0.13740], [-1.73421, -0.98746, -2.09262], [1.06376, 5.40012, 4.59655], [-0.40417, -0.00421, 2.02129], [-3.43012, 0.04416, 4.02969], [-0.59089, -4.03145, -3.99326], [-1.44656, -0.15894, 5.98759], [0.17624, -4.72562, 0.37307], [-1.25454, -4.51692, -3.27763], [-3.77168, 0.01382, 5.36911], [1.06877, -1.02604, -3.36434], [1.43324, -4.89441, -0.85516], [1.95172, 0.06293, 0.17608], [0.12037, -2.69421, 0.93050], [0.51389, 7.46322, 4.26231], [1.01312, -0.66454, -1.74055], [1.08800, 4.69165, 0.16296], [-0.26119, -5.10462, -1.29659], [-1.07647, -0.13384, 4.65262], [1.37411, 5.73446, 0.20447], [0.09222, 7.00379, 6.51486], [3.46705, 3.91449, 0.47076], [2.79448, 5.74385, 2.44147], [2.07237, 3.69109, 0.28956], [2.75321, 4.51893, 3.11562], [2.54056, 1.28346, 0.28123], [-0.97885, 0.39888, -2.90864], [-1.60090, 2.68048, -0.25755], [-2.08190, -0.03363, 3.70378], [1.90053, 4.35655, 4.18483], [5.39697, 3.05009, 0.54572], [-3.06524, -0.10859, 7.38831], [-1.24857, 6.55224, 5.42439], [4.58611, 0.70147, 0.40735], [2.10639, 7.75861, 2.40520], [0.41367, -1.21103, -2.51112]],
  "forces_ev_per_angstrom": [[-0.01, 0.03, 0.02], [0.16, -0.26, 0.03], [0.01, -0.01, -0.02], [-0.01, 0.05, 0.07], [-0.05, 0.02, 0.02], [0.02, 0.01, -0.06], [-0.02, 0.00, 0.00], [0.03, 0.01, 0.02], [0.00, 0.00, 0.00], [0.00, -0.01, 0.00], [0.03, 0.09, 0.03], [0.00, 0.00, 0.00], [0.02, 0.03, -0.02], [0.00, 0.00, 0.00], [0.10, -0.03, -0.06], [0.00, 0.00, 0.00], [0.19, 0.05, -0.08], [-0.03, 0.16, 0.05], [-0.01, 0.00, 0.02], [0.00, 0.00, 0.00], [0.00, -0.01, -0.04], [-0.05, -0.01, 0.03], [0.00, 0.00, 0.00], [-0.02, -0.01, -0.01], [0.00, 0.07, -0.09], [0.00, 0.00, 0.00], [-0.11, -0.14, -0.03], [-0.01, 0.00, -0.01], [0.00, 0.00, 0.01], [0.00, 0.00, 0.00], [0.01, 0.00, 0.00], [-0.02, 0.00, 0.13], [0.05, -0.02, -0.02], [0.23, -0.06, 0.60], [-0.12, 0.18, -0.03], [0.00, 0.01, 0.01], [0.01, -0.01, 0.00], [-0.06, 0.02, -0.02], [-0.18, -0.21, -0.03], [0.00, -0.01, 0.01], [-0.01, 0.00, -0.01], [0.00, 0.00, 0.01], [-0.01, 0.00, 0.00], [0.00, 0.00, 0.00], [0.00, 0.00, -0.01], [-0.06, -0.06, -0.05], [0.01, 0.01, 0.01], [-0.11, 0.02, -0.14], [0.01, 0.02, 0.01], [0.00, 0.00, 0.01], [-0.15, 0.01, -0.08], [0.02, -0.03, -0.07], [0.01, -0.01, 0.00], [-0.01, 0.00, 0.00], [-0.05, -0.02, -0.04], [0.00, 0.00, 0.00], [-0.06, 0.12, -0.20], [0.09, 0.03, 0.19], [-0.07, -0.12, -0.15], [-0.02, 0.02, 0.22], [0.00, 0.05, -0.15], [0.01, 0.00, 0.01], [0.00, 0.00, 0.02], [-0.01, -0.01, 0.02], [0.04, -0.04, -0.03], [-0.01, 0.02, 0.01], [0.00, 0.00, 0.00], [0.01, -0.01, -0.01], [-0.01, -0.01, -0.01], [0.00, 0.00, 0.00], [0.21, 0.07, -0.07]],
  "lowdin_charge": [-0.057, 0.095, -0.070, 0.114, -0.057, 0.008, 0.039, -0.156, -0.035, 0.119, -0.150, 0.120, -0.078, 0.119, -0.029, 0.121, -0.278, 0.092, 0.004, 0.085, -0.337, -0.041, 0.122, 0.002, -0.145, 0.072, -0.035, 0.132, 0.122, 0.097, 0.097, 0.044, -0.008, 1.721, 0.091, 0.125, 0.071, -0.279, -0.174, 0.000, -0.041, -0.040, 0.099, 0.081, -0.039, 0.146, 0.116, -0.248, 0.098, 0.111, 0.076, 0.060, 0.100, 0.002, 0.130, 0.103, -0.226, -0.285, -0.087, -0.021, -0.295, 0.092, 0.120, -0.164, 0.016, 0.134, 0.122, 0.097, 0.133, 0.126, -0.200]
}



It is found that the relative energy (zero: lowest compared OMol25 entry of this formula, charge and spin) values, taken in the order of the records, are 92.22, 0.00 kJ/mol.